1.
Below is a molecular structure, C36H40O3P2SV in a non-equilibrium geometry, with properties calculated with wB97M-V/def2-TZVPD.

```
83
Properties=species:S:1:pos:R:3:forces:R:3:lowdin_charge:R:1
V -1.60923 1.85262 -0.94115 1.4 3.1 2.0 0.8308
C 2.70133 4.77938 -0.45726 3.6 -0.5 -2.3 -0.1992
C 3.08818 3.56772 -0.96001 -0.6 1.6 -0.4 -0.1463
C 3.81548 2.54653 -0.17209 0.5 -1.2 0.3 -0.2136
C 3.01906 1.64309 0.84404 1.0 -0.3 -0.7 -0.2027
C 2.18365 2.29060 1.86861 -0.8 2.0 1.1 -0.1490
C 2.10292 3.63600 2.11486 1.8 -3.0 2.2 -0.1611
C 3.30940 4.55798 2.00528 -0.1 0.3 -0.2 -0.1674
C 3.41615 5.41954 0.73256 -0.9 -0.2 0.1 -0.1588
C -1.62988 1.09008 0.99562 0.0 -0.2 -1.2 -0.2235
H 2.21267 5.49805 -1.12539 0.1 -0.4 0.1 0.0970
H 2.78495 3.28557 -1.98660 -0.1 0.1 0.7 0.0913
H 4.67919 2.96417 0.37048 -0.2 -0.1 -0.3 0.0978
H 4.20468 1.82759 -0.91249 0.3 0.2 0.3 0.0976
H 2.37925 0.96207 0.24796 0.1 0.2 0.2 0.0988
H 3.77437 1.00127 1.34033 -0.2 0.0 -0.3 0.1021
H 1.44698 1.64226 2.34208 -0.2 0.1 -0.2 0.0746
H 1.30990 3.99874 2.76390 0.1 -0.2 0.0 0.1096
H 4.23083 3.97668 2.12289 -0.3 0.1 0.0 0.1015
H 3.25235 5.24167 2.86055 0.2 -0.2 0.0 0.1055
H 2.93402 6.38502 0.92439 0.1 0.0 0.0 0.0974
H 4.47977 5.62730 0.53254 -0.4 -0.1 -0.2 0.1155
H -2.52648 1.70747 1.23008 0.2 -0.2 0.3 0.0076
H -0.77370 1.37013 1.62372 -0.4 0.0 -0.1 0.0012
H -1.82925 0.00250 1.00975 -0.2 0.9 0.2 -0.0928
P -0.99642 -2.03142 -1.61749 -1.2 -1.7 -0.4 0.9800
P -0.76454 -2.04808 1.21905 -0.2 -0.7 1.5 0.9896
C 0.57225 -2.69016 -0.99580 0.4 0.2 1.3 -0.3095
C 0.76262 -2.50932 0.34915 -0.2 -0.3 -1.2 -0.2700
C -1.56904 -3.31481 -2.86343 0.1 0.3 -0.1 -0.3658
C -0.74731 -4.28064 -3.46150 -0.5 0.0 -0.3 -0.0965
C -1.26437 -5.12986 -4.45158 0.0 0.1 0.2 -0.0838
C -2.60240 -5.05186 -4.83452 0.0 0.2 0.2 -0.0879
C -3.42985 -4.10427 -4.22344 0.1 0.0 0.0 -0.0857
C -2.92134 -3.24201 -3.25083 0.3 -0.2 -0.1 -0.1024
C -0.51352 -0.70381 -2.71586 -0.4 0.5 -0.7 -0.3520
C -1.23115 0.48561 -2.48074 1.1 -0.2 -1.1 -0.2374
C -0.97670 1.63098 -3.28923 -0.5 -0.6 -0.2 -0.0901
C -0.19716 1.47212 -4.45691 0.0 0.0 0.4 -0.0363
C 0.41021 0.23805 -4.73679 -0.1 -0.1 0.3 -0.0447
C 0.29999 -0.83651 -3.84095 -0.3 1.0 0.0 -0.0453
C -1.50323 -3.72218 1.61489 0.6 -0.5 -0.2 -0.3217
C -1.94023 -4.52390 0.54364 -0.2 0.2 0.1 -0.1064
C -2.68546 -5.68064 0.76302 0.0 -0.1 0.2 -0.0879
C -2.96430 -6.10571 2.06560 0.2 0.4 0.0 -0.0944
C -2.42260 -5.38600 3.13614 -0.1 -0.1 -0.3 -0.0886
C -1.67342 -4.22344 2.91563 -0.3 0.0 -0.1 -0.0864
C -0.28125 -1.43661 2.87497 0.1 -0.2 0.6 -0.3964
C -1.31294 -0.79530 3.59318 0.4 0.2 -0.3 -0.1332
C -1.03142 -0.02756 4.71849 0.2 -0.3 0.0 -0.0781
C 0.27630 0.01582 5.21525 -0.1 -0.1 -0.1 -0.0847
C 1.27537 -0.74542 4.60187 0.0 0.0 0.0 -0.0864
C 1.00678 -1.47261 3.43230 -0.4 0.4 0.2 -0.0876
H 1.27698 -3.16413 -1.68435 0.2 0.4 0.4 0.0638
H 1.69990 -2.64098 0.90234 -0.2 -0.3 -0.5 0.0689
H 0.29649 -4.37451 -3.17602 -0.1 0.0 -0.1 0.0881
H -0.61212 -5.85873 -4.92754 -0.1 0.1 0.1 0.1025
H -3.00530 -5.72146 -5.59861 0.2 0.2 0.3 0.1055
H -4.47849 -4.03293 -4.51221 0.2 0.0 0.1 0.1037
H -3.57050 -2.49466 -2.78950 0.1 -0.2 -0.1 0.1014
H -2.06364 0.40333 -1.69019 0.0 -1.3 -1.2 0.0559
H -1.44916 2.60537 -3.02295 0.4 -0.5 -0.7 0.0995
H -0.06244 2.30258 -5.16091 -0.1 -0.3 0.5 0.1201
H 0.97360 0.08486 -5.66234 -0.2 0.3 0.4 0.1150
H 0.79531 -1.77970 -4.03632 0.0 0.1 0.0 0.1092
H -1.70836 -4.23535 -0.48435 -0.2 -0.1 0.4 0.0518
H -3.05848 -6.25550 -0.08408 0.1 0.1 0.1 0.1028
H -3.58513 -6.98770 2.23906 0.3 0.3 0.0 0.1014
H -2.59533 -5.73893 4.15203 0.1 0.1 -0.2 0.1011
H -1.23202 -3.71131 3.77167 -0.2 0.0 -0.3 0.0993
H -2.33304 -0.83961 3.21335 0.2 0.1 0.0 0.1064
H -1.82938 0.54511 5.19043 0.2 -0.2 0.0 0.1059
H 0.50076 0.63612 6.08671 0.0 -0.3 -0.3 0.1041
H 2.28025 -0.75977 5.03186 -0.3 0.0 -0.2 0.1045
H 1.79632 -2.06165 2.96782 -0.1 0.3 0.1 0.0900
C -0.34079 6.34963 -0.12705 -0.7 0.0 -0.2 -0.1134
S -0.36324 4.56009 0.13572 4.1 0.1 2.2 0.5542
O -1.30994 4.21810 1.18574 -0.1 0.3 -0.9 -0.3228
O -0.63477 3.86227 -1.15268 -1.0 -0.4 0.0 -0.4215
O 1.09973 4.30849 0.52989 -6.7 1.4 -1.3 -0.4111
H -1.12067 6.61728 -0.84859 0.1 0.0 0.2 0.0623
H 0.63683 6.68634 -0.49677 -0.3 -0.4 0.1 0.0522
H -0.53486 6.82287 0.84907 0.0 -0.3 -0.4 0.0750
```
Forces are in eV/Å.

⟨S²⟩: 3.7849
Max |F| (eV/Å): 7.0
Multiplicity: 4
Energy (eV): -99214.9290
HOMO level (alpha / beta) (eV): -6.366 / -6.369

=====

2.
Below is 2 unconnected molecules or ions with the total composition C4H14NOSi in a non-equilibrium geometry, with properties calculated with wB97M-V/def2-TZVPD.

```
21
Properties=species:S:1:pos:R:3:forces:R:3:lowdin_charge:R:1
C -1.63715 0.47760 2.42942 0.2 -4.4 -1.7 -0.0991
C 2.85498 -0.40943 -2.33468 1.7 -0.6 -1.6 -0.1280
C -1.45903 0.98217 0.95438 -0.3 0.0 1.9 -0.4538
C -0.18436 0.94616 0.33693 1.8 -0.9 -0.8 -0.1711
N 0.78933 0.08571 0.56696 0.0 1.7 0.4 0.1869
O 2.98505 -0.53436 -0.89619 2.5 -0.8 -0.6 -0.1857
Si -2.41779 -0.41772 -0.15382 -0.5 0.5 0.2 0.7748
H -2.68851 0.00245 2.57408 1.8 0.9 -0.2 0.0967
H -0.87772 -0.42353 2.44907 -1.7 1.3 0.7 0.0889
H -1.42701 1.07728 3.27814 0.3 1.2 0.3 0.0654
H 3.82404 -0.62690 -2.95157 -1.3 0.4 1.6 0.1200
H 2.63316 0.62815 -2.54243 -0.4 0.1 -0.3 0.0683
H 2.16299 -1.13150 -2.81569 -0.1 0.6 0.9 0.0867
H -1.80398 2.00866 0.95506 -0.8 0.0 -1.0 0.1215
H -0.04869 1.59977 -0.53214 0.1 -0.2 0.2 0.1535
H 3.96758 -0.71436 -0.72836 -2.2 0.4 -0.1 0.1430
H 1.75034 0.15751 0.09104 -1.3 -0.6 0.4 0.1198
H 0.70915 -0.38517 1.47072 0.4 -0.2 -0.5 0.1218
H -3.69363 0.04097 0.40714 -0.4 -0.6 -0.1 -0.0472
H -1.93771 -1.85451 0.23653 -0.3 1.5 -0.3 -0.0080
H -2.44920 -0.08037 -1.62121 0.4 -0.3 0.6 -0.0545
```
Forces are in eV/Å.

Max |F| (eV/Å): 4.7
Total charge: +1
Energy (eV): -15781.7557
HOMO level (eV): -14.686

=====

3.
Below is a molecular structure, C8H26AgBr2N2O4 in a non-equilibrium geometry, with properties calculated with wB97M-V/def2-TZVPD.

```
43
Properties=species:S:1:pos:R:3:forces:R:3:lowdin_charge:R:1
Ag 0.43233 0.50571 -0.40896 0.7 0.8 0.4 0.5755
Br 2.95733 1.80004 -0.75662 -0.8 -0.4 0.1 -0.0332
Br -2.12643 -0.60459 -0.01654 -0.2 -0.1 0.0 0.3359
O 1.16684 -0.80267 1.36078 0.1 -0.4 0.5 -0.1188
H 0.84229 -1.64177 1.68760 -0.2 -0.3 0.2 0.0615
H 2.06112 -0.74386 1.69700 0.4 0.2 0.1 0.0598
O -0.30885 1.42803 -2.33414 -0.4 0.5 -0.7 -0.1364
H -1.12215 1.49564 -2.83435 -0.4 0.1 -0.1 0.0629
H 0.38346 1.48862 -2.99236 0.4 0.1 -0.2 0.0507
C 0.80534 2.54241 2.95922 -0.9 -0.8 0.0 -0.0370
C -0.52961 2.30371 2.23823 -0.6 0.9 1.6 -0.4115
C -1.60529 3.34324 2.69940 0.1 0.5 0.7 -0.2024
O -1.80013 3.33230 4.10152 0.6 -0.6 0.6 -0.1922
C -3.08194 3.69060 4.61432 -0.1 -0.1 -0.8 -0.0810
N -0.36781 2.42679 0.78849 0.2 -0.1 -0.2 0.0115
H 0.61538 2.41077 4.02444 0.1 0.5 0.0 0.0884
H 1.18968 3.53081 2.70735 0.1 0.0 0.2 0.0940
H 1.52591 1.76604 2.70208 0.1 0.1 -0.3 0.0594
H -0.98349 1.36297 2.54986 0.4 -0.4 -0.4 0.1207
H -2.56121 3.19392 2.19736 -0.2 -0.4 -0.3 0.1207
H -1.27052 4.34718 2.43839 0.2 0.3 -0.3 0.1301
H -3.13678 3.65933 5.70249 0.6 -0.3 -0.1 0.0921
H -3.80754 2.97907 4.22020 -0.3 0.1 0.0 0.0858
H -3.35792 4.70651 4.33171 0.0 0.1 -0.2 0.0882
H 0.39705 3.06408 0.61836 0.6 0.0 0.0 0.0534
H -1.13741 3.00105 0.47533 -0.6 -0.4 -0.7 0.0829
C -0.26335 -1.87479 -3.17291 -0.7 0.4 0.1 -0.0562
C 0.59959 -2.26487 -1.96508 -2.4 -1.3 -1.2 -0.4430
C 1.34183 -3.57539 -2.24690 0.6 0.3 -0.9 -0.2296
O 0.45843 -4.61652 -2.55569 0.3 -0.3 0.1 -0.1758
C 1.12533 -5.66918 -3.28815 -1.4 -0.4 0.8 -0.0665
N 1.43468 -1.15933 -1.59332 1.4 -0.3 0.4 -0.0070
H 0.33455 -1.63154 -4.05123 0.0 -0.5 -0.2 0.0935
H -0.88738 -0.99332 -3.02555 0.5 0.5 0.6 0.0345
H -1.08273 -2.56656 -3.36825 0.7 -0.7 -0.3 0.0924
H -0.12486 -2.51173 -1.18899 0.2 0.3 0.5 0.0966
H 2.04310 -3.84707 -1.45791 -0.1 -0.1 0.6 0.1287
H 1.97831 -3.41504 -3.11713 0.3 0.3 -0.3 0.1247
H 1.95504 -6.10453 -2.73123 0.7 0.7 -0.3 0.0923
H 1.27795 -5.35526 -4.32075 0.5 -0.1 0.1 0.0976
H 0.44335 -6.51927 -3.26961 -0.4 0.2 -0.3 0.0900
H 2.01583 -0.91032 -2.38094 -0.2 0.6 -0.7 0.0886
H 2.17053 -1.57115 -1.03742 0.2 0.2 1.0 0.0785
```
Forces are in eV/Å.

⟨S²⟩: 2.0120
Max |F| (eV/Å): 3.0
Multiplicity: 3
Total charge: +1
Energy (eV): -163963.4339
HOMO level (alpha / beta) (eV): -12.256 / -12.255